Entry from the OMol25 dataset: a 2-piece molecular cluster, C4H11N3O2 overall at a distorted geometry (ωB97M-V/def2-TZVPD).

XYZ file:
```
20
Properties=species:S:1:pos:R:3:forces:R:3:nbo_charge:R:1
C -0.782 2.133 -3.506 0.762 -3.952 -1.844 -0.45
C 0.665 1.090 -1.745 6.634 -1.916 2.769 0.56
N 1.904 0.760 -1.348 -1.756 -0.595 0.728 -0.85
N 0.615 1.765 -2.904 -4.324 3.692 -3.193 -0.62
N -0.274 0.590 -0.882 -3.241 1.241 1.638 -0.83
H 2.598 0.560 -2.052 -0.167 0.784 -0.621 0.34
H 0.532 0.024 2.356 0.457 -1.843 0.672 0.50
H 1.227 2.614 -3.186 -0.799 -2.602 1.724 0.42
H 0.048 -0.106 -0.083 -0.619 2.362 -2.724 0.45
H -1.106 1.253 -0.602 2.119 -2.020 -0.715 0.38
H -0.514 2.358 -4.656 -1.259 -0.378 2.744 0.22
H -1.422 2.820 -3.008 0.332 1.547 0.406 0.19
H -1.526 1.177 -3.378 2.196 1.777 -0.898 0.21
C -0.569 -2.810 3.375 2.717 -1.549 0.702 -0.76
C -0.589 -1.502 2.519 -0.036 -1.462 0.043 0.80
O 0.589 -0.898 2.789 -0.968 2.664 -1.249 -0.67
O -1.409 -1.139 1.680 1.601 -0.506 1.919 -0.60
H 0.105 -3.643 2.875 -1.914 1.592 0.130 0.26
H -1.517 -3.190 3.710 -0.573 -0.167 -0.609 0.24
H 0.074 -2.848 4.353 -1.161 1.333 -1.623 0.24
```
Positions in Å, forces in eV/Å.

Calculated values
**LUMO level**: 0.626 eV
**SMILES**: [H]/N=C(/N)NC.CC(=O)O
**Charge**: 0
**Gap between HOMO and LUMO**: 8.67 eV
**Relative energy (zero: lowest compared OMol25 entry of this formula, charge and spin)**: 84.31 kcal/mol